1.
The following is a DFT calculation (ωB97M-V/def2-TZVPD) of one molecule with the formula C2H3NOS2.

Element x y z (Å)
O  -1.64  1.49  -0.08
C  -1.99  0.33  -0.01
S  -0.87  -1.02  -0.15
N  0.53  -0.03  -0.04
C  1.75  -0.51  0.09
S  3.14  0.34  -0.11
H  -3.04  0.00  0.14
H  0.34  0.96  -0.12
H  1.77  -1.57  0.28

Computed properties:
- Structure (SMILES): O=CSNC=S
- LUMO energy: -0.1 eV
- Gap between HOMO and LUMO: 8.57 eV
- Total charge: 0

2.
The following is a DFT calculation (ωB97M-V/def2-TZVPD) of C32H30IrN4O6S as an isolated structure.

Element x y z (Å)
Ir  0.89  0.10  0.75
C  4.27  -1.80  -0.80
C  3.74  -0.82  -1.80
C  4.60  -0.26  -2.75
C  4.16  0.68  -3.66
C  2.84  1.11  -3.63
C  1.95  0.59  -2.70
C  0.52  1.05  -2.70
C  2.41  -0.38  -1.81
N  1.47  -0.88  -0.85
C  1.15  -2.23  -0.86
O  1.56  -3.07  -1.62
C  0.05  -2.55  0.14
C  -0.70  -3.71  0.22
C  -1.86  -3.68  0.99
C  -2.29  -2.50  1.58
C  -1.49  -1.39  1.45
N  -0.34  -1.47  0.80
C  -1.82  0.06  1.74
O  -2.83  0.39  2.29
N  -0.89  0.91  1.14
C  -1.44  2.21  0.83
C  -1.06  3.43  1.38
C  0.08  3.56  2.32
C  -1.76  4.58  1.03
C  -2.80  4.54  0.13
C  -3.15  3.33  -0.46
C  -2.48  2.17  -0.12
C  -2.87  0.89  -0.81
H  5.35  -1.85  -0.88
H  3.87  -2.80  -0.97
H  4.02  -1.51  0.22
H  5.63  -0.58  -2.75
H  4.85  1.10  -4.38
H  2.49  1.85  -4.34
H  0.37  1.82  -3.46
H  0.21  1.47  -1.74
H  -0.17  0.22  -2.92
H  -0.38  -4.58  -0.33
H  -2.47  -4.57  1.07
H  -3.23  -2.41  2.11
H  0.02  2.86  3.15
H  0.15  4.57  2.71
H  0.99  3.35  1.76
H  -1.47  5.52  1.48
H  -3.34  5.44  -0.13
H  -3.94  3.29  -1.19
H  -3.36  1.10  -1.75
H  -3.56  0.30  -0.20
H  -2.00  0.26  -1.03
C  -3.05  -3.48  5.59
C  -1.80  -2.90  4.98
C  -0.86  -3.73  4.37
C  0.29  -3.21  3.80
C  0.51  -1.84  3.86
C  -0.40  -1.00  4.47
C  -1.56  -1.53  5.01
S  2.03  -1.22  3.20
O  3.02  -1.18  4.24
O  2.35  -2.04  2.05
N  1.60  0.29  2.71
C  2.76  1.20  2.77
C  3.39  1.35  1.40
O  4.56  1.49  1.18
O  2.45  1.36  0.45
H  -3.47  -4.27  4.97
H  -3.80  -2.72  5.75
H  -2.82  -3.93  6.56
H  -1.04  -4.80  4.33
H  1.01  -3.85  3.32
H  -0.22  0.07  4.50
H  -2.29  -0.87  5.47
H  3.49  0.88  3.51
H  2.40  2.19  3.02

Computed properties:
- LUMO energy (spin up / spin down): -1.7 / -2.3 eV
- Gap between HOMO and LUMO (spin up / spin down): 6.74 / 6.41 eV
- Total charge: 0
- Spin multiplicity: 2

3.
The following is a DFT calculation (ωB97M-V/def2-TZVPD) of C21H24AsIrO3S4Sb as an isolated structure.

Element x y z (Å)
Ir  0.46  -0.57  2.21
S  -3.49  2.10  4.21
Sb  -1.29  1.75  4.82
S  -0.04  1.78  2.69
S  -0.78  -0.62  4.34
O  1.12  0.72  0.61
As  0.12  0.97  -0.70
C  1.02  0.20  -2.21
C  2.32  0.61  -2.48
C  3.02  0.04  -3.53
C  2.42  -0.94  -4.32
C  1.12  -1.35  -4.04
C  0.42  -0.79  -2.99
C  -0.14  2.83  -1.10
C  0.31  3.37  -2.30
C  0.09  4.72  -2.58
C  -0.58  5.51  -1.65
C  -1.04  4.96  -0.46
C  -0.82  3.62  -0.18
C  -1.65  0.25  -0.62
C  -2.08  -0.49  0.47
C  -3.39  -0.95  0.53
C  -4.26  -0.68  -0.52
C  -3.82  0.05  -1.62
C  -2.52  0.52  -1.67
H  2.79  1.35  -1.85
H  4.03  0.36  -3.74
H  2.97  -1.38  -5.14
H  0.66  -2.13  -4.65
H  -0.58  -1.12  -2.76
H  0.82  2.76  -3.03
H  0.44  5.14  -3.51
H  -0.75  6.56  -1.86
H  -1.56  5.57  0.26
H  -1.17  3.19  0.76
H  -1.41  -0.73  1.28
H  -3.71  -1.51  1.40
H  -5.28  -1.03  -0.47
H  -4.51  0.27  -2.43
H  -2.19  1.12  -2.51
C  1.09  -4.53  1.39
S  1.52  -3.33  2.64
C  1.52  -4.45  4.04
O  0.21  -2.58  2.97
H  1.91  -5.24  1.27
H  0.93  -3.93  0.50
H  0.17  -5.05  1.69
H  2.33  -5.18  3.90
H  0.56  -4.95  4.14
H  1.70  -3.85  4.93
C  2.24  -0.32  3.13
H  2.52  0.73  3.09
H  2.94  -0.94  2.57
H  2.16  -0.64  4.17
O  1.15  -1.76  0.91

Computed properties:
- LUMO energy: 2.3 eV
- Gap between HOMO and LUMO: 5.62 eV
- Total charge: -1

4.
The following is a DFT calculation (ωB97M-V/def2-TZVPD) of one molecule with the formula C3H9IN2.

Element x y z (Å)
C  0.57  1.49  -0.99
N  0.68  0.30  -0.20
C  0.64  0.57  1.31
N  -0.68  -0.62  -0.65
C  -0.57  -2.01  -0.33
I  -2.51  0.15  0.13
H  -0.26  1.96  -0.52
H  1.46  2.12  -0.78
H  0.25  1.32  -2.06
H  1.54  1.26  1.43
H  -0.19  1.16  1.70
H  0.90  -0.37  1.77
H  -1.69  -2.44  -0.39
H  -0.04  -2.59  -1.08
H  -0.11  -2.30  0.68

Computed properties:
- Structure (SMILES): CN(C)N(C)I
- LUMO energy: -0.2 eV
- Gap between HOMO and LUMO: 8.60 eV
- Total charge: 0

5.
The following is a DFT calculation (ωB97M-V/def2-TZVPD) of a 12-piece molecular cluster, C30H78N6O24 overall.

Element x y z (Å)
C  1.97  7.65  2.86
N  3.44  7.43  2.98
O  3.88  6.76  3.94
O  4.08  7.81  2.00
H  1.61  8.53  3.39
H  1.40  6.79  3.24
H  1.76  7.75  1.80
C  -6.88  1.20  -5.98
N  -6.11  2.21  -5.19
O  -6.79  2.75  -4.32
O  -4.97  2.50  -5.62
H  -7.24  1.64  -6.91
H  -7.75  0.84  -5.43
H  -6.20  0.45  -6.37
C  0.39  0.87  -1.89
N  0.31  2.05  -0.98
O  0.67  3.17  -1.37
O  -0.09  1.77  0.18
H  0.91  0.03  -1.42
H  0.91  1.05  -2.83
H  -0.65  0.64  -2.12
C  4.29  6.92  -4.55
N  4.11  5.58  -5.20
O  3.18  5.47  -6.02
O  4.85  4.71  -4.74
H  3.53  7.05  -3.78
H  4.24  7.77  -5.23
H  5.27  6.95  -4.07
C  -2.85  8.83  -1.72
N  -2.04  10.01  -2.03
O  -0.87  9.86  -2.07
O  -2.68  11.06  -2.16
H  -3.86  9.02  -2.09
H  -2.90  8.82  -0.63
H  -2.37  7.94  -2.13
C  -1.98  -5.76  -6.97
N  -2.29  -4.38  -7.44
O  -2.66  -4.24  -8.58
O  -2.13  -3.48  -6.61
H  -0.90  -5.90  -7.06
H  -2.56  -6.46  -7.58
H  -2.40  -5.86  -5.97
C  -0.94  -3.25  9.15
O  0.03  -2.78  10.17
C  1.36  -2.37  9.74
C  1.20  -1.38  8.55
O  0.51  -0.20  8.99
C  0.37  0.76  7.96
H  -1.27  -2.34  8.66
H  -1.83  -3.66  9.64
H  -0.61  -4.03  8.47
H  1.93  -3.27  9.48
H  1.73  -1.79  10.58
H  0.62  -1.80  7.73
H  2.19  -1.08  8.21
H  1.29  0.99  7.43
H  -0.11  1.66  8.36
H  -0.34  0.48  7.19
C  6.77  0.27  1.86
O  8.00  -0.28  1.46
C  8.38  -1.40  2.31
C  9.61  -2.15  1.75
O  9.38  -2.73  0.41
C  9.54  -1.88  -0.69
H  6.50  1.10  1.21
H  6.87  0.68  2.86
H  5.95  -0.44  1.81
H  7.51  -2.06  2.34
H  8.57  -0.93  3.28
H  9.82  -3.06  2.31
H  10.50  -1.52  1.82
H  9.42  -2.53  -1.55
H  10.53  -1.43  -0.67
H  8.82  -1.06  -0.78
C  0.65  -9.73  -1.14
O  1.23  -8.44  -1.49
C  1.40  -7.48  -0.41
C  2.71  -7.77  0.37
O  2.53  -8.89  1.23
C  3.27  -8.90  2.45
H  0.63  -10.34  -2.04
H  -0.37  -9.71  -0.75
H  1.20  -10.25  -0.36
H  0.64  -7.48  0.37
H  1.46  -6.46  -0.79
H  2.90  -6.94  1.05
H  3.56  -8.12  -0.21
H  4.35  -8.81  2.33
H  3.02  -9.84  2.95
H  2.90  -8.01  2.97
C  -8.79  -0.24  4.27
O  -7.60  -0.60  3.61
C  -7.44  -1.97  3.65
C  -6.13  -2.54  2.98
O  -6.08  -2.50  1.57
C  -6.34  -1.31  0.98
H  -8.74  -0.62  5.29
H  -9.66  -0.76  3.88
H  -8.96  0.84  4.37
H  -8.27  -2.55  3.24
H  -7.37  -2.29  4.70
H  -5.90  -3.55  3.33
H  -5.26  -1.94  3.25
H  -7.36  -0.96  1.12
H  -6.20  -1.39  -0.09
H  -5.65  -0.56  1.35
C  4.39  -3.85  -7.06
O  3.51  -2.86  -7.40
C  4.16  -1.58  -7.73
C  5.00  -1.64  -8.97
O  4.26  -1.84  -10.17
C  5.15  -2.40  -11.17
H  4.58  -4.47  -7.94
H  3.85  -4.44  -6.31
H  5.36  -3.58  -6.63
H  4.66  -1.10  -6.88
H  3.35  -0.89  -7.96
H  5.71  -2.41  -8.67
H  5.47  -0.66  -8.99
H  5.85  -1.65  -11.54
H  4.49  -2.72  -11.97
H  5.74  -3.25  -10.81
C  -8.37  6.83  1.78
O  -7.04  6.62  2.20
C  -6.68  5.25  2.66
C  -5.22  5.33  3.22
O  -4.95  6.29  4.23
C  -5.77  6.25  5.36
H  -8.47  7.79  1.28
H  -9.12  6.67  2.55
H  -8.66  6.06  1.06
H  -6.86  4.47  1.92
H  -7.29  5.04  3.54
H  -4.52  5.56  2.42
H  -4.92  4.33  3.54
H  -6.82  6.41  5.15
H  -5.43  6.96  6.11
H  -5.66  5.26  5.79

Computed properties:
- Structure (SMILES): C[N+](=O)[O-].C[N+](=O)[O-].C[N+](=O)[O-].C[N+](=O)[O-].C[N+](=O)[O-].C[N+](=O)[O-].COCCOC.COCCOC.COCCOC.COCCOC.COCCOC.COCCOC
- LUMO energy: -0.1 eV
- Gap between HOMO and LUMO: 9.53 eV
- Total charge: 0

6.
The following is a DFT calculation (ωB97M-V/def2-TZVPD) of one molecule with the formula C24H23FN4S.

Element x y z (Å)
C  2.69  0.05  -3.23
C  2.53  0.60  -1.86
N  3.62  0.83  -1.06
C  3.23  1.36  0.13
C  3.97  1.77  1.23
C  3.28  2.28  2.31
C  1.88  2.38  2.30
C  1.15  1.98  1.21
C  1.82  1.46  0.10
C  1.40  0.98  -1.18
C  -0.01  0.96  -1.68
C  -0.57  -0.46  -1.93
N  -0.75  -1.27  -0.74
C  0.26  -2.28  -0.46
C  1.35  -1.82  0.47
C  2.69  -2.07  0.17
C  3.66  -1.71  1.08
C  3.26  -1.11  2.27
N  2.00  -0.87  2.56
C  1.07  -1.20  1.68
C  -1.92  -1.28  -0.05
S  -2.25  -2.43  1.10
N  -2.79  -0.27  -0.34
C  -4.11  -0.09  0.05
C  -4.98  -1.14  0.35
C  -6.29  -0.88  0.69
C  -6.78  0.41  0.73
C  -5.91  1.44  0.42
F  -6.36  2.72  0.43
C  -4.59  1.22  0.08
H  3.61  0.42  -3.68
H  2.76  -1.04  -3.20
H  1.85  0.33  -3.86
H  4.58  0.64  -1.33
H  5.04  1.68  1.24
H  3.82  2.60  3.18
H  1.38  2.78  3.17
H  0.07  2.06  1.22
H  -0.63  1.49  -0.96
H  -0.07  1.49  -2.63
H  -1.53  -0.38  -2.46
H  0.13  -0.99  -2.59
H  -0.26  -3.12  0.02
H  0.69  -2.62  -1.40
H  2.96  -2.55  -0.76
H  4.71  -1.89  0.88
H  3.98  -0.83  3.03
H  0.05  -0.99  1.97
H  -2.38  0.56  -0.75
H  -4.62  -2.16  0.31
H  -6.95  -1.70  0.92
H  -7.80  0.63  1.00
H  -3.95  2.05  -0.16

Computed properties:
- Structure (SMILES): Cc1[nH]c2ccccc2c1CCN(Cc1cccnc1)C(=S)Nc1cccc(F)c1
- LUMO energy: 0.4 eV
- Gap between HOMO and LUMO: 8.31 eV
- Total charge: 0

7.
The following is a DFT calculation (ωB97M-V/def2-TZVPD) of one molecule with the formula CH2BrFO.

Element x y z (Å)
C  0.64  0.13  0.32
O  -2.45  -0.15  -0.81
F  1.10  0.61  1.41
Br  -1.19  -0.89  -0.18
H  1.35  -0.52  -0.19
H  0.54  0.82  -0.54

Computed properties:
- LUMO energy: -0.4 eV
- Gap between HOMO and LUMO: 8.86 eV
- Total charge: 0

8.
The following is a DFT calculation (ωB97M-V/def2-TZVPD) of C26H35N6S6Sb2W as an isolated structure.

Element x y z (Å)
W  -0.03  0.37  0.55
C  -0.89  0.60  4.11
C  -0.50  1.87  3.41
C  -0.53  3.06  4.14
C  -0.11  4.24  3.58
C  0.36  4.21  2.27
C  0.36  3.02  1.57
N  -0.08  1.87  2.13
Sb  1.08  3.37  -0.47
C  2.21  1.60  -1.00
C  3.33  1.88  -1.75
C  4.07  0.84  -2.30
C  3.68  -0.45  -2.01
C  2.59  -0.69  -1.18
C  2.34  -2.11  -0.77
N  1.82  0.33  -0.73
C  -0.64  2.62  -1.48
C  -1.19  3.49  -2.40
C  -2.29  3.08  -3.15
C  -2.77  1.81  -2.93
C  -2.19  0.97  -1.97
C  -2.83  -0.36  -1.80
N  -1.12  1.37  -1.25
H  -0.39  0.57  5.08
H  -1.96  0.59  4.30
H  -0.64  -0.29  3.54
H  -0.88  3.02  5.16
H  -0.13  5.16  4.14
H  0.72  5.12  1.81
H  3.63  2.91  -1.92
H  4.93  1.03  -2.93
H  4.25  -1.29  -2.38
H  3.29  -2.64  -0.72
H  1.87  -2.18  0.21
H  1.72  -2.63  -1.51
H  -0.77  4.48  -2.53
H  -2.74  3.73  -3.89
H  -3.61  1.44  -3.49
H  -3.06  -0.78  -2.78
H  -2.19  -1.07  -1.29
H  -3.77  -0.25  -1.25
N  -0.57  -1.78  0.41
N  -1.88  -2.19  0.79
C  -2.77  -1.29  1.23
N  -3.98  -1.72  1.55
S  -2.37  0.36  1.33
H  -0.44  -1.99  -0.60
H  0.07  -2.37  0.94
H  -2.13  -3.14  0.58
H  -4.25  -2.69  1.52
H  -4.66  -1.06  1.90
C  3.98  -1.10  1.78
Sb  2.10  -0.36  2.44
C  2.83  1.37  3.43
C  1.80  -1.70  4.07
H  4.68  -0.96  2.61
H  4.35  -0.55  0.92
H  3.92  -2.16  1.55
H  3.69  1.09  4.03
H  2.08  1.81  4.09
H  3.14  2.11  2.69
H  2.78  -2.03  4.42
H  1.22  -2.57  3.77
H  1.29  -1.20  4.89
C  -0.23  -1.76  -6.46
S  -0.10  -3.53  -6.14
C  -0.91  -3.85  -4.66
C  -0.92  -3.13  -3.45
S  -0.12  -1.71  -3.04
S  -1.85  -3.92  -2.19
C  -2.24  -5.41  -3.01
S  -2.98  -6.65  -2.31
S  -1.71  -5.38  -4.67
H  -0.13  -1.68  -7.54
H  0.56  -1.20  -5.96
H  -1.21  -1.40  -6.16

Computed properties:
- LUMO energy (spin up / spin down): -8.5 / -9.2 eV
- Gap between HOMO and LUMO (spin up / spin down): 6.11 / 6.16 eV
- Total charge: +3
- Spin multiplicity: 3

Copy entry 3 word for word.
The following is a DFT calculation (ωB97M-V/def2-TZVPD) of C21H24AsIrO3S4Sb as an isolated structure.

Element x y z (Å)
Ir  0.46  -0.57  2.21
S  -3.49  2.10  4.21
Sb  -1.29  1.75  4.82
S  -0.04  1.78  2.69
S  -0.78  -0.62  4.34
O  1.12  0.72  0.61
As  0.12  0.97  -0.70
C  1.02  0.20  -2.21
C  2.32  0.61  -2.48
C  3.02  0.04  -3.53
C  2.42  -0.94  -4.32
C  1.12  -1.35  -4.04
C  0.42  -0.79  -2.99
C  -0.14  2.83  -1.10
C  0.31  3.37  -2.30
C  0.09  4.72  -2.58
C  -0.58  5.51  -1.65
C  -1.04  4.96  -0.46
C  -0.82  3.62  -0.18
C  -1.65  0.25  -0.62
C  -2.08  -0.49  0.47
C  -3.39  -0.95  0.53
C  -4.26  -0.68  -0.52
C  -3.82  0.05  -1.62
C  -2.52  0.52  -1.67
H  2.79  1.35  -1.85
H  4.03  0.36  -3.74
H  2.97  -1.38  -5.14
H  0.66  -2.13  -4.65
H  -0.58  -1.12  -2.76
H  0.82  2.76  -3.03
H  0.44  5.14  -3.51
H  -0.75  6.56  -1.86
H  -1.56  5.57  0.26
H  -1.17  3.19  0.76
H  -1.41  -0.73  1.28
H  -3.71  -1.51  1.40
H  -5.28  -1.03  -0.47
H  -4.51  0.27  -2.43
H  -2.19  1.12  -2.51
C  1.09  -4.53  1.39
S  1.52  -3.33  2.64
C  1.52  -4.45  4.04
O  0.21  -2.58  2.97
H  1.91  -5.24  1.27
H  0.93  -3.93  0.50
H  0.17  -5.05  1.69
H  2.33  -5.18  3.90
H  0.56  -4.95  4.14
H  1.70  -3.85  4.93
C  2.24  -0.32  3.13
H  2.52  0.73  3.09
H  2.94  -0.94  2.57
H  2.16  -0.64  4.17
O  1.15  -1.76  0.91

Computed properties:
- LUMO energy: 2.3 eV
- Gap between HOMO and LUMO: 5.62 eV
- Total charge: -1